# C18H43F6GdNO6S2Si2

C18H43F6GdNO6S2Si2 as an isolated structure in a non-equilibrium geometry (ωB97M-V/def2-TZVPD, OMol25).

Each line ends with the Mulliken spin population.
Element x y z (Å)
O1 -1.737 0.357 -1.536  0.00
O2 -3.145 -0.851 -0.003  -0.02
C1 -2.416 1.651 -1.657  0.00
C2 -1.798 2.508 -2.718  0.00
H1 -2.301 2.098 -0.672  0.00
H2 -3.486 1.500 -1.861  0.00
H3 -0.744 2.683 -2.503  0.00
H4 -2.309 3.474 -2.761  0.00
H5 -1.893 2.037 -3.694  0.00
C3 -1.966 -0.541 -2.677  0.00
C4 -3.395 -0.673 -3.122  0.00
H6 -1.571 -1.496 -2.332  0.00
H7 -1.313 -0.206 -3.487  0.00
H8 -4.081 -0.925 -2.309  0.00
H9 -3.465 -1.490 -3.847  0.00
H10 -3.749 0.234 -3.612  0.00
C5 -2.734 -2.231 0.310  0.00
C6 -4.147 -0.122 0.773  0.01
C7 -3.515 -3.208 -0.515  0.00
H11 -2.891 -2.370 1.384  0.00
H12 -1.662 -2.277 0.087  0.00
H13 -4.585 -3.111 -0.337  0.00
H14 -3.238 -4.232 -0.269  0.00
H15 -3.331 -3.074 -1.581  0.00
C8 -5.515 -0.678 0.511  0.00
H16 -4.077 0.924 0.458  0.00
H17 -3.859 -0.181 1.828  0.00
H18 -5.728 -0.736 -0.557  0.00
H19 -6.279 -0.035 0.945  0.00
H20 -5.641 -1.667 0.944  0.00
H21 -2.394 -0.256 -0.581  0.00
Gd1 2.037 0.534 0.471  6.51
C9 -0.252 1.029 1.343  0.18
Si1 -0.459 1.495 3.145  -0.02
H22 -0.239 1.775 0.545  0.04
H23 -0.463 0.011 0.999  0.03
C10 -1.868 2.739 3.089  0.01
C11 0.915 2.348 4.084  0.00
C12 -0.879 -0.032 4.145  0.00
C13 1.777 0.519 -1.976  0.17
Si2 2.186 -1.173 -2.664  0.01
H24 2.765 1.066 -1.940  0.01
H25 1.156 1.132 -2.642  -0.01
C14 1.417 -1.379 -4.369  0.00
C15 1.613 -2.590 -1.547  0.01
C16 4.045 -1.328 -2.903  0.00
H26 -1.518 -0.718 3.578  0.00
H27 -1.416 0.257 5.057  0.00
H28 0.028 -0.575 4.438  0.00
H29 -1.659 3.486 2.314  0.00
H30 -1.964 3.245 4.057  0.00
H31 -2.803 2.231 2.830  0.00
H32 1.460 3.070 3.471  0.00
H33 1.657 1.674 4.518  0.00
H34 0.456 2.907 4.912  0.00
H35 0.789 -3.129 -2.035  0.00
H36 1.251 -2.302 -0.549  0.00
H37 2.428 -3.312 -1.397  0.00
H38 4.319 -2.274 -3.386  0.00
H39 4.570 -1.278 -1.945  0.00
H40 4.419 -0.498 -3.512  0.00
H41 1.940 -2.160 -4.940  0.00
H42 1.518 -0.427 -4.907  0.00
H43 0.350 -1.629 -4.309  0.00
F1 5.976 1.060 -1.867  0.00
C17 5.617 1.729 -0.733  0.00
F2 6.604 2.547 -0.349  0.00
F3 4.497 2.485 -1.020  0.00
S1 5.226 0.386 0.523  0.00
O3 4.109 -0.286 -0.239  0.03
O4 6.403 -0.379 0.730  0.00
N1 4.382 0.976 1.761  -0.01
S2 3.852 -0.105 2.877  0.02
O5 2.381 0.123 2.767  0.03
O6 4.281 -1.478 2.678  0.00
C18 4.009 0.227 4.741  0.00
F4 5.125 -0.345 5.229  0.00
F5 4.019 1.565 5.003  0.00
F6 2.908 -0.328 5.320  0.00

Forces on the atoms, in the same order (eV/Å):
-1.0462 -0.1202 -0.1224
0.3651 -0.0745 0.0045
0.0056 -0.0042 0.1847
0.1525 0.1621 -0.1742
0.0051 -0.0040 0.0770
0.2441 -0.1178 0.1551
0.0197 -0.0115 -0.0560
0.0347 -0.1365 0.0346
0.0592 0.0673 -0.1430
0.7405 0.0626 0.0365
-0.4159 -0.0170 -0.2091
0.0630 -0.0261 0.0234
-0.1245 0.0006 0.1033
0.1431 0.1024 -0.0592
0.1058 0.1526 0.0172
-0.0627 -0.0700 -0.0517
-0.0807 0.2886 0.3742
0.1109 0.0478 0.3267
-0.2766 -0.2796 -0.2975
0.1062 0.0441 -0.1048
-0.1889 0.1193 0.1426
0.0288 -0.0227 -0.0241
0.1232 0.0276 0.1132
0.0122 0.0360 0.0364
-0.3986 -0.1425 -0.0718
0.1929 -0.3011 -0.0162
0.0043 0.0012 -0.1346
0.0810 0.0137 -0.0148
0.0724 0.0847 0.1358
-0.0229 -0.0572 0.0457
0.0368 0.2169 -0.2740
-1.3472 0.7310 -0.7798
1.2949 -0.2202 0.2946
-0.3963 -0.0056 -0.5573
-0.5660 0.0249 -0.0728
-0.4007 0.0749 -0.0643
0.0803 -0.0631 0.2670
0.3065 0.1975 0.0876
-0.1219 -0.1023 -0.0362
0.7463 0.5289 0.3162
0.5143 0.3466 -0.4006
-0.6541 -0.3509 -0.2770
-0.1625 -0.2499 0.2645
-0.1311 0.0057 0.0441
-0.0581 -0.3028 0.0263
0.1152 -0.1648 0.1045
-0.0055 -0.0099 0.1051
0.1114 -0.1001 -0.1095
-0.1670 0.0962 -0.0625
-0.0559 -0.0421 0.1559
-0.2291 0.0098 -0.2105
-0.0088 0.1542 0.0800
-0.0050 0.1126 0.0112
-0.3548 0.1014 -0.1205
0.0827 -0.0598 -0.1673
0.0932 0.0295 0.1410
0.0445 0.0247 -0.0390
-0.2141 0.1378 -0.0024
-0.0904 0.1492 -0.0509
-0.1248 -0.2157 -0.4819
-0.0728 -0.1421 -0.0646
-0.2428 0.1709 0.1263
-0.0175 -0.2311 0.0054
0.1679 -0.0205 -0.1550
-0.4770 0.9648 1.8447
0.1014 1.1625 -1.1795
-0.9871 -0.9100 -0.2666
1.3878 -1.0825 0.6605
-1.9212 -2.4599 -1.0783
2.1154 0.5849 0.6512
0.0178 0.6847 0.2006
0.9604 0.3616 1.2701
-1.7553 -1.6343 -1.0503
1.4202 -0.6060 0.7352
0.0246 1.9014 0.4074
0.4755 0.7969 1.4040
-1.3662 0.6807 -0.6679
0.0671 -1.7701 -0.4465
1.7158 0.6679 -0.9193

As for the net charge: +1. For the frontier orbital gap (alpha / beta), the calculation gives 7.73 / 6.05 eV. Its LUMO energy (alpha / beta) is -2.93 / -3.68 eV. As for the electronic energy: -3957.702310 hartree. Its HOMO energy (alpha / beta) is -10.67 / -9.73 eV. The spin multiplicity is 8.

***

# C44H50Br2CsN11O4

C44H50Br2CsN11O4 as an isolated structure (ωB97M-V/def2-TZVPD, OMol25).

Each line ends with the Mulliken charge.
Element x y z (Å)
Cs1 0.048 0.748 0.088  0.58
C1 -2.457 -1.695 1.190  -0.12
C2 -2.334 -3.135 1.644  -0.94
O1 -1.004 -3.558 1.453  0.05
C3 -0.616 -4.663 2.231  -0.71
C4 0.898 -4.697 2.310  -0.82
O2 1.498 -3.499 2.734  0.09
C5 1.365 -3.164 4.100  -1.01
C6 0.197 -2.245 4.389  0.10
O3 0.440 -0.995 3.793  -0.16
C7 -0.628 -0.080 3.914  -0.54
C8 -1.901 -0.521 3.211  -0.74
O4 -1.574 -0.830 1.879  0.75
H1 -3.499 -1.369 1.301  0.09
H2 -2.181 -1.631 0.135  0.05
H3 -3.036 -3.749 1.062  0.44
H4 -2.612 -3.241 2.701  0.39
H5 -0.968 -5.607 1.792  0.40
H6 -1.051 -4.595 3.237  0.42
H7 1.303 -4.885 1.313  0.23
H8 1.192 -5.538 2.956  0.47
H9 2.288 -2.655 4.383  0.31
H10 1.268 -4.068 4.717  0.49
H11 0.093 -2.138 5.481  0.36
H12 -0.726 -2.688 4.007  -0.14
H13 -0.271 0.851 3.468  -0.09
H14 -0.868 0.109 4.970  0.48
H15 -2.628 0.302 3.251  0.34
H16 -2.357 -1.379 3.715  0.42
C9 2.155 -2.548 -1.883  -2.16
C10 1.919 -2.315 -0.392  3.13
C11 3.149 -2.408 0.459  0.18
C12 3.915 -3.572 0.511  -0.73
C13 5.017 -3.620 1.342  -0.59
C14 5.330 -2.503 2.102  -0.92
C15 4.527 -1.383 1.971  -0.02
N1 3.467 -1.320 1.167  0.33
N2 1.035 -1.989 -2.647  1.41
C16 1.420 -1.217 -3.810  -1.28
C17 2.121 0.095 -3.499  0.77
C18 2.320 1.011 -4.529  -0.88
C19 2.951 2.207 -4.254  -0.44
C20 3.392 2.450 -2.960  -0.89
C21 3.162 1.476 -2.008  -0.10
N3 2.529 0.326 -2.257  0.25
C22 0.038 -3.003 -2.942  -0.74
C23 -1.271 -2.406 -3.398  -0.04
C24 -1.681 -2.513 -4.721  -0.70
C25 -2.884 -1.942 -5.105  -0.61
C26 -3.637 -1.282 -4.152  -0.95
C27 -3.148 -1.225 -2.854  -0.12
N4 -1.994 -1.768 -2.476  0.11
H17 2.298 -3.614 -2.116  0.61
H18 3.069 -2.033 -2.171  0.48
H19 1.135 -2.972 -0.002  -0.36
H20 1.557 -1.305 -0.325  -2.36
H21 3.634 -4.430 -0.087  0.43
H22 5.622 -4.516 1.404  0.43
H23 6.178 -2.495 2.773  0.41
H24 4.744 -0.486 2.543  0.27
H25 0.515 -0.967 -4.367  0.50
H26 2.057 -1.799 -4.502  0.16
H27 1.960 0.788 -5.526  0.45
H28 3.090 2.947 -5.031  0.39
H29 3.876 3.377 -2.689  0.47
H30 3.492 1.621 -0.984  0.20
H31 -0.148 -3.567 -2.026  0.33
H32 0.395 -3.718 -3.704  0.39
H33 -1.058 -3.036 -5.435  0.44
H34 -3.224 -2.010 -6.131  0.41
H35 -4.580 -0.812 -4.396  0.52
H36 -3.707 -0.708 -2.082  0.49
Br1 -2.049 7.727 1.782  -0.19
C28 -1.562 5.906 1.835  -0.31
C29 -2.520 4.929 1.632  -0.87
C30 -2.097 3.610 1.636  -0.10
N5 -0.835 3.249 1.861  0.04
C31 0.073 4.201 2.086  0.63
C32 -0.245 5.556 2.053  -0.66
C33 1.478 3.769 2.348  0.41
C34 2.318 4.549 3.131  -0.91
C35 3.627 4.139 3.285  -0.28
Br2 4.815 5.167 4.331  -0.19
C36 4.069 2.980 2.675  -0.66
C37 3.140 2.258 1.942  -0.14
N6 1.878 2.636 1.774  0.69
H37 -3.554 5.180 1.445  0.46
H38 -2.792 2.812 1.400  0.43
H39 0.524 6.309 2.136  0.46
H40 1.965 5.451 3.607  0.63
H41 5.091 2.644 2.771  0.50
H42 3.429 1.330 1.454  -0.04
C38 -3.909 2.401 -4.146  -1.43
C39 -4.039 1.973 -2.723  0.52
C40 -5.139 1.637 -1.960  -0.90
C41 -4.614 1.292 -0.697  0.75
N7 -3.293 1.413 -0.687  -0.10
N8 -2.969 1.826 -1.926  0.70
C42 -5.345 0.817 0.517  -1.45
H43 -4.893 2.584 -4.575  0.39
H44 -3.413 1.628 -4.737  0.25
H45 -3.319 3.314 -4.231  0.34
H46 -6.172 1.651 -2.267  0.47
H47 -1.982 1.993 -2.164  0.05
H48 -6.257 1.392 0.681  0.39
H49 -4.710 0.913 1.397  0.14
H50 -5.635 -0.233 0.421  0.29
N9 -0.221 2.373 -2.396  -0.81
C43 0.293 3.417 -2.294  0.52
N10 0.827 4.590 -2.247  -0.91
C44 1.435 5.004 -1.158  0.65
N11 1.987 5.418 -0.223  -0.62

Forces on the atoms, in the same order (eV/Å):
0.0164 0.0013 -0.1021
0.0009 -0.0578 0.0343
-0.0077 -0.0344 -0.0236
0.0121 0.0262 -0.0025
-0.0657 0.0135 0.0422
0.0912 -0.0217 -0.0581
0.0248 -0.0038 0.0300
-0.0350 -0.0323 -0.0274
-0.0054 0.0113 0.0391
-0.0178 0.0439 0.0070
0.0224 0.0115 0.0095
-0.0543 0.0191 0.0474
-0.1335 -0.1157 -0.0710
0.0274 0.0173 -0.0351
-0.0502 0.0252 -0.0219
-0.0004 -0.0077 0.0090
0.0021 -0.0012 0.0079
-0.0044 -0.0085 0.0005
-0.0173 0.0016 -0.0009
-0.0015 -0.0065 0.0193
0.0085 0.0041 0.0077
0.0058 0.0096 -0.0008
0.0061 -0.0113 -0.0239
-0.0017 0.0106 -0.0182
0.0013 -0.0003 0.0041
-0.0273 0.0046 0.0198
0.0318 0.0337 0.0133
0.0074 -0.0033 0.0192
0.0103 0.0015 0.0161
0.0084 0.0698 -0.0754
0.0792 -0.1926 -0.0616
-0.0273 0.0276 0.0307
-0.0144 0.0263 0.0010
0.0165 -0.0214 0.0143
0.0142 -0.0024 0.0150
-0.0411 -0.0103 -0.0347
0.0205 -0.0441 -0.0086
0.0537 0.0267 0.1283
0.0232 0.0463 0.0077
-0.0431 -0.1628 0.0301
-0.0018 0.0028 -0.0193
0.0142 0.0168 -0.0061
-0.0231 -0.0035 0.0069
-0.0484 -0.0024 0.0559
0.0404 0.0526 0.0280
-0.0531 0.0601 -0.0800
0.0347 -0.0184 0.0069
-0.0366 -0.0265 -0.0186
0.0172 -0.0139 -0.0259
-0.0034 0.0152 0.0256
0.0443 0.0191 0.0581
-0.0170 -0.0267 0.0360
-0.0271 0.0065 -0.0193
0.0093 0.0036 -0.0093
0.0264 0.0141 -0.0219
0.0917 0.0430 0.0997
-0.0045 0.0002 -0.0058
0.0011 0.0010 -0.0035
0.0000 0.0056 -0.0010
0.0057 0.0025 0.0061
0.0144 -0.0132 -0.0019
0.0263 -0.0003 -0.0028
-0.0023 0.0019 0.0037
-0.0032 0.0032 0.0003
0.0030 -0.0058 -0.0025
-0.0200 0.0293 0.0023
-0.0021 0.0174 0.0455
0.0046 -0.0105 -0.0145
-0.0030 -0.0028 0.0009
0.0060 -0.0009 0.0004
-0.0148 -0.0057 0.0087
-0.0323 -0.0220 0.0217
-0.0075 0.0253 -0.0002
0.0335 -0.0372 0.0018
-0.0469 -0.0090 -0.0260
0.1812 0.1021 -0.0780
0.0482 -0.1146 0.1186
-0.1185 -0.0029 -0.0006
-0.0155 0.0334 0.0141
-0.1018 0.0621 -0.1543
0.0286 0.0380 0.0563
0.0147 -0.0059 -0.0051
0.0106 0.0074 0.0082
-0.0232 -0.0162 0.0309
0.0370 -0.0229 -0.0885
0.0015 -0.0828 0.0513
-0.0001 0.0119 -0.0072
-0.0004 -0.0154 0.0634
-0.0031 -0.0104 0.0061
-0.0049 -0.0029 -0.0018
0.0033 -0.0006 0.0021
-0.0271 -0.0241 0.0440
0.0140 0.0043 -0.0042
0.0090 0.0424 -0.0300
0.0059 -0.0267 0.0412
-0.0296 -0.0104 0.0169
0.0101 -0.0555 0.0139
-0.0044 -0.0207 -0.0141
-0.0178 -0.0016 0.0082
-0.0051 0.0018 0.0033
0.0034 0.0113 -0.0097
0.0002 0.0025 0.0075
0.0046 -0.0058 -0.0020
-0.0191 0.0605 -0.0112
0.0135 0.0122 0.0057
-0.0024 -0.0022 0.0055
0.0001 0.0153 -0.0007
-0.1214 -0.0938 -0.2971
0.0723 0.2590 0.2140
0.0295 0.1445 -0.2328
0.0513 -0.1359 0.1835
-0.0060 0.0279 -0.0951

For the frontier orbital gap, the calculation gives 7.91 eV. Its LUMO energy is 0.11 eV. As for the electronic energy: -7778.120119 hartree. Its HOMO energy is -7.81 eV.

***

> Which of these has the highest electronic energy?

C18H43F6GdNO6S2Si2